a:
{
  "formula": "C5H11O3",
  "method": "ωB97M-V/def2-TZVPD",
  "elements": ["O", "C", "C", "C", "C", "C", "O", "H", "H", "H", "H", "H", "H", "H", "H", "H", "H", "H", "O"],
  "positions_angstrom": [[1.1000, -2.2155, 1.6529], [0.8016, -1.7112, 0.5891], [-0.5688, -1.8304, 0.0201], [-1.1574, -0.4933, -0.5802], [-0.3811, 0.7753, -0.2968], [0.0632, 1.5411, -1.6287], [1.0940, 2.3516, -1.4254], [1.6015, -1.1658, 0.0580], [-1.2574, -2.2090, 0.7790], [-0.5288, -2.5714, -0.7831], [-2.1668, -0.4078, -0.1770], [-1.3253, -0.6219, -1.6510], [-0.8714, 1.5830, 0.2536], [0.6068, 0.6824, 0.1357], [0.2393, 0.7208, -2.3877], [-0.9026, 2.0242, -1.9781], [0.7549, 0.9931, 3.0775], [1.3226, 1.5042, 1.7579], [1.5757, 1.0505, 2.5843]],
  "lumo_ha": 0.1370,
  "charge": -1,
  "homo_energy_ev": -2.71,
  "homo_lumo_gap_ev": 6.441
}


b:
{
  "formula": "C5H11O3",
  "method": "ωB97M-V/def2-TZVPD",
  "elements": ["C", "O", "C", "C", "C", "C", "O", "H", "H", "H", "H", "H", "H", "H", "H", "H", "H", "H", "O"],
  "positions_angstrom": [[-1.0067, 1.6351, 0.3149], [-0.9136, 1.5086, -1.0969], [0.3491, 1.4988, 0.9731], [1.1350, 0.1381, 1.0628], [1.5093, -0.4625, -0.2644], [0.7226, -1.3857, -0.9531], [0.9306, -1.8351, -2.1116], [-1.2840, 2.6949, 0.5004], [-1.7909, 1.0568, 0.7806], [0.1892, 1.9453, 1.9781], [1.1351, 2.1180, 0.5303], [1.9968, 0.5081, 1.6365], [0.6021, -0.6165, 1.6669], [2.5233, -0.2555, -0.5871], [-0.1972, 0.8981, -1.2853], [-0.2035, -1.8120, -0.5203], [-1.0233, -0.9405, 1.5993], [-1.7333, -1.4654, 0.5447], [-1.9420, -1.2090, 1.4456]],
  "lumo_ha": 0.1417,
  "charge": -1,
  "homo_energy_ev": -2.68,
  "homo_lumo_gap_ev": 6.536
}


Structures ranked by computed energy, the most stable listed first: b, a.